{"formula": "C79H177N11O11", "method": "wB97M-V/def2-TZVPD", "species": ["H", "H", "H", "C", "C", "C", "H", "H", "N", "H", "H", "H", "H", "H", "H", "H", "H", "N", "C", "C", "H", "H", "H", "H", "H", "C", "H", "H", "C", "C", "C", "C", "C", "H", "C", "H", "C", "H", "H", "N", "H", "H", "N", "C", "H", "H", "C", "H", "C", "H", "C", "H", "H", "C", "H", "C", "C", "H", "H", "H", "H", "C", "C", "H", "H", "H", "O", "H", "H", "H", "H", "H", "H", "C", "H", "O", "H", "C", "H", "C", "H", "H", "C", "H", "H", "H", "H", "C", "H", "H", "H", "O", "C", "H", "H", "H", "H", "H", "H", "H", "H", "H", "H", "C", "H", "C", "O", "H", "H", "N", "C", "H", "C", "H", "C", "H", "H", "C", "H", "C", "H", "H", "H", "H", "C", "C", "H", "N", "H", "H", "H", "H", "C", "C", "H", "H", "N", "H", "C", "H", "O", "H", "C", "C", "H", "H", "H", "H", "H", "H", "H", "H", "H", "C", "C", "H", "N", "H", "H", "H", "C", "C", "O", "H", "C", "H", "H", "C", "H", "H", "C", "H", "C", "H", "H", "C", "H", "C", "H", "H", "H", "H", "O", "C", "H", "C", "H", "H", "H", "H", "H", "H", "H", "H", "H", "H", "C", "C", "H", "H", "H", "H", "H", "C", "H", "C", "H", "O", "H", "C", "H", "C", "H", "H", "H", "N", "H", "H", "H", "C", "C", "H", "N", "H", "C", "H", "C", "C", "H", "H", "H", "H", "H", "H", "C", "H", "C", "H", "C", "H", "H", "H", "C", "H", "C", "H", "H", "H", "H", "C", "C", "H", "C", "C", "O", "C", "H", "C", "H", "C", "H", "H", "O", "H", "H", "H", "H", "H", "H", "N", "H", "H", "H", "H", "O", "H", "C", "C"], "xyz": [[-35.75, -2.77, -1.41], [-24.43, 1.32, 2.29], [-34.67, 0.21, -1.87], [-28.07, -7.63, 3.20], [-29.29, 5.35, -2.70], [-23.48, -1.31, 4.11], [-26.99, -1.33, 9.09], [-30.04, -8.50, 3.12], [-27.23, 1.84, 3.93], [-35.51, 2.98, 3.15], [-28.87, 2.80, -3.59], [-34.33, 3.41, 5.29], [-25.75, -1.55, -6.29], [-31.02, -4.51, -2.13], [-29.20, -7.19, 1.44], [-28.40, 2.47, -5.61], [-29.70, -1.58, 2.84], [-28.22, -6.38, 3.92], [-34.12, -0.35, -1.15], [-27.15, 4.12, 4.84], [-25.17, 1.99, 8.46], [-29.97, 1.46, 7.23], [-33.22, -1.18, 6.82], [-30.01, -4.06, -8.86], [-27.53, -1.72, 11.40], [-23.82, -0.89, 5.52], [-26.05, 4.02, 5.04], [-23.73, 1.94, 4.53], [-25.87, 0.28, -5.17], [-31.45, -3.57, -1.93], [-28.05, 0.06, 0.30], [-23.65, 1.02, 7.14], [-33.98, -1.19, 6.05], [-32.42, 1.96, -3.07], [-30.15, -1.92, 8.03], [-25.25, -5.01, 3.85], [-32.08, -3.03, -3.13], [-25.80, -4.13, -5.34], [-34.92, -0.96, 6.52], [-26.69, -3.78, -5.69], [-27.03, 0.02, 2.87], [-24.39, 0.14, -3.76], [-27.37, 0.23, -5.12], [-35.10, -2.44, -2.21], [-28.68, 5.10, 7.18], [-31.71, 0.60, 9.80], [-21.78, 1.43, 2.73], [-25.47, -6.72, 2.29], [-28.23, -7.60, 1.62], [-27.40, 5.17, 4.67], [-29.14, -8.58, 3.73], [-27.27, 5.26, -1.16], [-35.02, -3.28, -2.87], [-30.85, 0.34, 10.44], [-31.90, -1.13, -2.32], [-33.50, -4.91, -1.04], [-25.45, -0.12, -3.75], [-25.56, 1.79, -0.23], [-27.56, -1.77, -5.23], [-26.97, -3.32, 4.25], [-32.94, 1.73, 2.44], [-29.36, 2.33, 10.04], [-27.55, 3.23, 3.69], [-32.43, 3.97, -0.07], [-33.17, 0.11, -0.92], [-29.26, 2.54, 11.11], [-29.53, -5.94, 3.70], [-24.40, 0.97, -1.17], [-34.06, -2.13, 5.49], [-23.98, -1.65, 8.25], [-30.23, 2.84, 9.64], [-33.04, -5.86, -0.72], [-30.42, -2.87, -7.76], [-27.94, 2.10, -6.51], [-27.65, 3.68, -0.23], [-27.72, -1.03, -4.64], [-30.89, 1.26, -2.38], [-29.48, -0.81, 2.10], [-27.87, -0.43, -2.20], [-29.68, 0.42, -5.87], [-34.69, -0.43, -0.22], [-23.07, 2.77, 8.17], [-28.81, -0.81, -1.79], [-35.08, -2.00, 3.55], [-25.41, 0.28, 8.36], [-25.91, 2.22, -4.44], [-25.08, 0.18, 0.25], [-28.00, -1.66, 9.31], [-28.47, 2.57, -7.37], [-28.40, -4.60, 1.90], [-26.83, 5.27, 6.96], [-27.78, 3.72, 6.01], [-32.23, -0.18, 4.56], [-21.71, 0.45, 7.74], [-34.39, -4.70, -0.44], [-23.65, 4.18, 3.41], [-29.34, 2.52, 2.76], [-24.18, -0.80, 3.43], [-29.35, -8.48, 4.80], [-32.38, -4.33, 1.38], [-30.27, 0.92, -6.67], [-30.71, 5.96, -4.14], [-33.28, 0.08, 1.83], [-31.39, 2.18, -2.81], [-26.25, 3.56, -6.52], [-22.68, 2.65, 2.37], [-29.17, -0.05, -0.69], [-29.98, -5.86, 4.54], [-30.86, -1.48, 7.37], [-29.18, 0.45, 8.58], [-29.46, 0.80, 9.93], [-34.11, 1.52, 1.19], [-25.20, -1.38, 5.84], [-29.45, 3.09, 4.39], [-34.92, 0.83, 2.98], [-24.70, 2.98, 1.54], [-36.19, -0.71, 1.93], [-28.03, 4.58, -0.70], [-26.88, -5.43, 1.47], [-27.79, -4.04, 4.44], [-33.13, -1.16, -3.63], [-23.56, -2.38, 4.00], [-28.20, 1.07, 0.68], [-33.15, 1.53, 6.27], [-31.36, 3.45, -1.86], [-23.97, 2.16, 1.74], [-34.88, 1.24, 6.38], [-23.06, 3.35, 3.58], [-25.10, -0.25, -7.24], [-25.45, -1.19, 6.88], [-27.47, 4.07, 8.00], [-29.45, 0.11, 2.71], [-34.02, 1.28, 5.69], [-28.34, -1.36, 10.76], [-28.63, -1.87, -1.47], [-29.74, 1.92, -0.78], [-30.17, 3.83, -1.13], [-32.11, -1.05, 3.93], [-29.03, 3.28, 3.43], [-30.98, -0.72, 10.52], [-34.38, -1.39, 3.26], [-27.32, 3.37, -2.98], [-23.02, -1.28, 7.90], [-36.14, 0.34, 2.18], [-29.71, -2.87, 7.69], [-27.35, -0.21, 7.02], [-29.29, -1.75, 11.03], [-28.68, -3.64, 3.92], [-26.37, -8.98, 3.05], [-36.27, 0.79, 1.21], [-25.49, -1.20, -3.67], [-21.86, -1.57, 6.19], [-23.67, 3.10, 6.47], [-27.31, -4.72, 2.18], [-28.06, -0.20, -7.66], [-28.73, -9.59, 3.59], [-34.75, -0.22, 3.97], [-33.39, 3.02, -1.27], [-30.26, 4.34, -4.42], [-32.55, 4.34, -3.30], [-25.59, -7.02, 3.33], [-28.31, 3.02, -2.66], [-34.10, -2.63, 0.49], [-27.99, -4.21, 5.50], [-30.13, -3.88, -7.81], [-20.74, 1.64, 2.91], [-22.44, -1.22, 3.92], [-34.20, 2.44, 4.76], [-28.44, 2.65, 9.54], [-29.93, -0.64, -5.77], [-33.72, 1.03, 2.05], [-22.18, 3.72, 4.03], [-24.70, 1.14, -0.17], [-29.64, -0.74, -2.47], [-30.71, -2.85, -1.51], [-22.88, -1.61, 6.49], [-32.25, 2.25, -0.24], [-26.67, -8.08, 3.52], [-27.84, 1.51, 4.71], [-28.51, 5.12, 0.09], [-29.74, 0.97, -4.93], [-32.84, -3.78, -3.47], [-29.88, 2.73, -0.22], [-27.73, -4.34, -3.59], [-26.27, 1.69, 4.26], [-28.36, 0.14, 10.87], [-30.70, -2.09, 8.96], [-26.73, -3.86, -6.71], [-27.16, 0.06, -0.30], [-29.45, -3.21, -5.33], [-30.38, -0.83, 1.48], [-21.75, 0.62, 1.99], [-23.08, -2.66, 6.35], [-28.14, -2.00, 0.87], [-31.19, -3.18, 0.98], [-24.12, -0.81, -5.85], [-33.74, -0.06, 4.99], [-25.12, 1.13, 7.77], [-28.06, -2.73, 9.01], [-28.52, -4.75, -2.98], [-28.67, 0.50, 11.83], [-24.53, 1.95, -5.54], [-27.20, -1.57, 3.09], [-32.42, 3.16, -0.79], [-28.42, 5.59, -3.32], [-28.20, 0.57, -6.34], [-27.15, 0.10, -8.19], [-24.38, 1.38, 4.97], [-33.82, -4.98, -2.07], [-31.72, -4.04, 0.59], [-28.95, -0.04, -8.34], [-32.73, -1.71, -2.75], [-30.94, -4.78, 0.44], [-26.76, -4.68, -3.27], [-28.16, 2.17, -1.96], [-33.06, -2.46, -0.53], [-26.62, -8.25, 4.61], [-22.25, -1.86, 8.43], [-30.93, 2.44, -3.76], [-28.97, 4.17, -1.81], [-29.11, -4.21, -5.72], [-37.07, 0.50, 2.74], [-23.51, 0.56, 5.77], [-26.11, 2.10, -7.47], [-35.34, 2.12, 3.81], [-27.46, -7.07, 1.09], [-28.14, -1.00, 1.36], [-27.77, -4.60, -5.11], [-31.69, -0.41, 5.46], [-31.83, 0.75, 4.07], [-27.65, -5.68, -5.32], [-22.72, 0.67, 9.08], [-26.98, 3.47, 2.81], [-22.17, 0.89, 3.59], [-28.20, -0.88, 6.94], [-33.31, 2.60, 4.19], [-25.97, -5.80, 4.05], [-28.29, -8.60, 1.26], [-28.94, -0.97, 8.23], [-27.70, -3.20, -3.46], [-31.07, 0.74, 11.41], [-27.96, -1.31, -7.50], [-25.63, 1.74, -5.42], [-27.44, 0.67, 10.68], [-26.42, 2.46, -6.52], [-27.72, -1.80, 6.67], [-25.99, -5.95, 5.13], [-36.23, 1.77, 4.37], [-35.73, -1.76, -2.77], [-32.44, -3.77, -0.75], [-22.77, 0.19, 8.04], [-22.08, 2.32, 6.72], [-25.12, -0.65, -6.21], [-31.68, 4.65, -2.74], [-23.61, 1.64, 0.49], [-27.28, -5.24, 3.64], [-29.96, -4.87, -5.55], [-30.48, 5.04, -3.58], [-30.92, -4.56, -7.46], [-33.82, -1.80, -1.70], [-31.39, -2.91, -3.96], [-29.55, 6.17, -1.99], [-30.35, 0.79, 7.83], [-25.94, -0.88, 5.25], [-25.92, 0.40, -2.92], [-28.80, -0.51, 6.09], [-31.97, 5.54, -2.17], [-25.22, -2.47, 5.63], [-33.89, -1.90, 1.09], [-26.99, -0.88, 2.35], [-25.89, 1.28, 7.00], [-29.31, 4.24, 3.04], [-24.66, -7.48, 3.68], [-26.78, -3.79, 2.02], [-28.94, -4.06, -7.11], [-22.14, 3.29, 1.67], [-23.10, 2.42, 7.11], [-27.68, 4.59, 7.08]], "mulliken_charge": [0.39, -0.36, 0.70, 1.85, -1.40, -2.37, 0.07, 0.35, 2.07, 0.39, -1.56, 0.44, -0.04, 0.90, 0.46, -0.44, 0.17, -0.05, -1.60, -0.99, 0.60, 0.12, 0.27, 0.29, 0.41, 1.92, 0.20, -0.37, 1.36, -0.53, -0.57, 2.00, -1.93, 0.71, -1.43, -0.17, -0.55, 0.25, 0.53, -0.54, -0.13, 0.78, 0.22, -1.93, 0.25, 0.18, -1.11, 0.37, -1.85, 0.61, -1.88, 0.44, 0.29, -1.79, -0.58, -1.80, -1.71, 0.09, -0.55, -0.76, 0.01, -1.86, 0.57, 0.57, -0.25, 0.45, -0.43, 0.15, 0.37, 0.10, 0.34, 0.54, 0.26, -0.16, -0.02, 1.98, -0.12, 0.05, -0.36, -0.85, 0.24, 0.54, -0.77, 0.35, 0.29, 0.00, 0.33, -1.01, 0.36, 0.06, 0.41, 0.00, -0.36, 0.41, 0.27, 0.25, -0.10, 0.18, 0.40, 0.69, 0.71, 0.41, -0.38, -1.46, 0.47, -0.15, 1.21, 0.32, -0.02, 0.66, 1.61, 1.00, -0.48, 0.48, 1.88, 0.32, 0.37, -2.13, 0.18, -1.72, 0.70, 0.40, -0.08, 0.03, 1.94, 0.36, 0.49, -0.65, 0.26, -0.44, 0.00, -0.37, -0.91, -0.84, -0.07, -0.08, -0.10, 0.37, -1.67, 0.45, -0.39, 0.92, -0.11, -2.11, 0.35, -0.37, 0.47, 0.26, 0.51, 0.39, 0.26, 0.44, 0.06, -1.45, -1.26, 0.44, -0.08, 0.48, 0.13, 0.42, -0.58, -0.25, -0.73, 0.86, -0.75, 0.45, 0.56, -0.42, 0.19, -0.06, -1.09, 0.30, -0.28, -0.04, -0.60, -2.02, -0.13, -1.36, -0.56, 0.57, -0.62, 0.53, 0.42, -1.07, -0.98, -1.51, 0.45, 0.27, -0.32, -0.66, -0.01, 0.34, 0.50, -0.21, 0.01, 0.50, 1.96, -1.20, 0.44, 0.22, 0.54, 0.31, -0.51, -2.04, 0.39, 1.09, 0.30, 0.88, 0.26, -2.66, 0.38, -0.52, 0.53, 0.47, -0.28, 1.46, 0.33, 0.47, 0.33, 2.52, 0.33, 0.42, 0.23, 0.39, -1.32, 0.41, 1.50, -0.09, -0.49, -0.24, 0.48, 0.28, 0.16, -0.01, -0.68, 0.06, -1.11, 0.42, 1.97, -0.18, 0.48, 0.03, -0.63, 0.35, -0.84, 0.19, 0.46, 0.47, 0.48, 2.29, -1.47, 0.46, -1.24, -1.47, -0.51, 2.68, 0.69, -0.23, 0.31, 1.78, -0.31, 0.28, -0.12, -0.11, -0.47, -0.29, 0.36, 0.39, 0.11, 0.56, -0.53, 0.68, 0.37, 0.59, -0.44, 0.56, -1.95, -0.77], "smiles": "CC1(C)CCCC(C)(C)N1O.CC1(C)CCCC(C)(C)N1O.CC1(C)CCCC(C)(C)N1O.CC1(C)CCCC(C)(C)N1O.CC1(C)CCCC(C)(C)N1O.CC1(C)CCCC(C)(C)N1O.CC1(C)CCCC(C)(C)N1O.COC[C@H](C)N.COC[C@H](C)N.COC[C@H](C)N.COC[C@H](C)N", "lumo_ev": 0.61, "max_force_ev_per_a": 2.855, "e_tot_ha": -4545.7505}

***

{"formula": "C34H37AsN4ORhS2Si", "method": "wB97M-V/def2-TZVPD", "species": ["N", "H", "H", "H", "H", "C", "C", "H", "H", "H", "H", "H", "H", "N", "C", "C", "H", "C", "H", "H", "C", "H", "H", "H", "H", "C", "O", "Rh", "As", "H", "H", "C", "H", "H", "H", "S", "H", "H", "Si", "H", "C", "C", "C", "C", "C", "C", "C", "C", "C", "H", "C", "H", "H", "C", "H", "C", "C", "C", "H", "C", "C", "H", "N", "C", "H", "S", "H", "N", "C", "H", "C", "C", "C", "H", "C", "H", "C", "C", "H", "C", "C"], "xyz": [[-2.98, -0.26, 1.26], [-2.14, 0.34, -4.00], [-0.80, 1.30, -5.19], [-3.87, -1.50, 3.25], [3.97, 5.65, -0.01], [1.04, 4.29, 0.98], [2.37, 4.36, 0.55], [-2.54, 3.13, -1.72], [-3.03, 2.34, -3.22], [-0.71, 5.40, 1.56], [1.42, 3.47, 4.02], [-1.90, -4.99, 2.00], [-2.67, 0.18, -0.68], [-2.38, 0.50, 0.25], [0.31, 5.44, 1.20], [-1.87, -0.59, -3.51], [0.33, 7.59, 1.13], [2.94, 5.59, 0.32], [-2.93, -1.77, -4.93], [4.43, 0.54, 4.86], [2.96, 2.08, 4.58], [-2.83, 2.35, 5.30], [-2.22, 3.78, 0.62], [3.96, -0.57, 2.71], [2.12, -2.87, 0.06], [0.67, 3.34, -2.15], [-0.11, -1.67, -0.54], [-0.07, 0.41, 0.18], [0.33, 2.53, 1.34], [2.66, 7.72, 0.33], [0.21, 2.74, -5.06], [-2.70, 2.65, 4.27], [-4.73, 3.32, 4.05], [-0.97, -3.90, -1.79], [-2.35, -1.69, 4.05], [2.18, 0.07, 0.56], [-2.61, 1.48, 0.37], [2.95, 3.45, 0.41], [-0.54, 2.10, -2.81], [-2.11, -2.99, 0.54], [0.90, 6.68, 0.96], [1.37, -4.46, 1.32], [-1.01, -4.52, 1.59], [-2.35, 3.44, 1.64], [-1.14, -3.41, 0.78], [-3.77, 3.19, 3.57], [0.00, -2.83, 0.25], [-1.23, -2.98, -2.28], [3.66, 0.94, 4.21], [3.19, 2.59, 5.51], [-2.24, -0.68, 2.31], [-4.41, 4.04, 1.70], [0.86, 1.16, -4.61], [-2.24, 2.92, -2.75], [-0.64, 2.06, 4.22], [-3.59, 3.60, 2.25], [-1.28, 2.89, 2.35], [0.25, -5.05, 1.86], [2.35, -4.87, 1.51], [1.67, 1.91, 2.56], [-1.46, 2.49, 3.66], [1.55, 2.86, -1.71], [-0.53, 0.64, -1.84], [1.97, 2.57, 3.75], [0.34, -5.92, 2.49], [-0.56, -0.51, 2.40], [0.23, 4.01, -1.41], [-2.89, -1.27, 3.31], [2.40, 0.80, 2.16], [-2.19, 3.89, -3.27], [2.21, 6.76, 0.51], [-1.98, -2.99, -3.45], [3.39, 0.30, 3.01], [-2.30, -3.93, -3.87], [-2.32, -1.78, -4.04], [1.02, 3.97, -2.98], [-0.84, -1.77, -1.74], [-0.04, 1.78, -4.58], [-3.99, -0.28, 1.32], [1.26, -3.34, 0.50], [-1.06, -0.53, -2.36]], "mulliken_charge": [-0.53, 0.35, 0.40, 0.19, 0.43, 0.19, -0.36, 0.14, 0.39, 0.35, 0.50, 0.45, 0.42, -0.33, -0.28, -0.29, 0.43, -0.80, 0.43, 0.41, -0.91, 0.45, 0.52, 0.47, 0.48, -0.96, 0.13, 0.76, 2.03, 0.40, 0.40, -0.59, 0.43, 0.51, 0.26, -0.45, 0.27, 0.40, -0.57, 0.65, -0.66, -0.86, -1.14, -0.99, 0.49, -0.81, -0.19, -0.83, -0.73, 0.43, 0.87, 0.48, 0.33, -0.92, 0.41, -0.61, 1.10, -0.51, 0.44, -0.32, -0.76, 0.18, 0.18, -0.43, 0.45, -0.35, 0.21, -0.43, 0.65, 0.42, -0.56, -0.83, -0.66, 0.43, -1.22, 0.55, 0.79, -1.12, 0.25, -0.27, 0.33], "lumo_ev": [-3.21, -3.21], "max_force_ev_per_a": 1.771, "e_tot_ha": -5044.1341, "total_charge": 1}